Record 1
C52H42FN7O4RuS4 as an isolated structure. Source: OMol25; level of theory: wB97M-V/def2-TZVPD.

## Properties
⟨S²⟩	0.757
multiplicity	2
F_max	0.63	eV/A
relative energy (zero: lowest compared OMol25 entry of this formula, charge and spin)	2.21	kcal/mol
DFT total energy	-4478.17070	Ha
total charge	+1
HOMO energy (spin up / spin down)	-9.4 / -9.4	eV

Each line ends with the Löwdin spin population.
Geometry (Å):
Ru1 1.58903 -0.06682 -0.07251  0.81
C1 2.27408 0.42956 -3.26358  0.00
C2 2.53091 1.64356 -2.41978  0.00
C3 2.82895 2.86694 -3.08044  0.00
C4 3.00367 4.00781 -2.36356  0.00
C5 2.88923 3.97351 -0.95297  0.00
C6 3.02238 5.12269 -0.13726  0.01
C7 2.88093 5.01025 1.21665  0.00
C8 2.60594 3.75986 1.80940  0.01
C9 2.48184 2.62796 1.04338  0.00
S1 2.22515 1.03939 1.72982  0.05
C10 2.61802 2.73124 -0.36305  0.00
N1 2.45816 1.57832 -1.10496  -0.01
H1 2.02410 0.73465 -4.27870  0.00
H2 1.45892 -0.17590 -2.86561  0.00
H3 3.14943 -0.21744 -3.29374  0.00
H4 2.89671 2.86632 -4.15954  0.00
H5 3.21473 4.94888 -2.85751  0.00
H6 3.24032 6.07479 -0.60366  0.00
H7 2.97935 5.88331 1.84822  0.00
H8 2.50049 3.68445 2.88465  0.00
N2 0.54883 -1.61268 0.74587  0.00
S2 -0.60203 -2.48024 0.75866  0.00
N3 -2.14071 -1.92110 0.98971  0.00
S3 -2.83211 -0.67465 0.42508  0.00
N4 -2.45076 0.71958 0.99253  0.00
S4 -1.26465 1.65293 0.33145  0.01
N5 -0.02751 1.08586 -0.15371  0.02
C11 -2.09681 2.55474 -0.95988  0.00
C12 -1.38025 2.80468 -2.11785  0.00
C13 -2.00534 3.48301 -3.15654  0.00
C14 -3.32056 3.90095 -3.02224  0.00
C15 -4.02502 3.65134 -1.84931  0.00
C16 -3.41335 2.97174 -0.80978  0.00
C17 -1.12882 2.81603 1.66575  0.01
C18 -0.80344 2.30008 2.91575  0.00
C19 -0.58653 3.18045 3.96068  0.00
C20 -0.69540 4.55127 3.75453  0.00
C21 -1.01328 5.05036 2.50152  0.00
C22 -1.23032 4.18044 1.44107  0.00
C23 -4.50699 -0.89091 0.94562  0.00
C24 -5.24241 0.21099 1.34887  0.00
C25 -6.57131 0.02541 1.70548  0.00
C26 -7.13641 -1.23930 1.64670  0.00
C27 -6.37915 -2.33479 1.24905  0.00
C28 -5.05112 -2.16706 0.89581  0.00
C29 -2.91174 -0.62883 -1.35587  0.00
C30 -1.73095 -0.74283 -2.08123  0.00
C31 -1.78654 -0.70418 -3.46412  0.00
C32 -3.00510 -0.54511 -4.10821  0.00
C33 -4.17361 -0.40798 -3.37387  0.00
C34 -4.13630 -0.45113 -1.98814  0.00
C35 -0.54953 -3.62379 2.11165  0.00
C36 -1.57012 -4.53278 2.35954  0.00
C37 -1.41835 -5.43225 3.39901  0.00
C38 -0.26057 -5.41482 4.17080  0.00
C39 0.74623 -4.49980 3.90960  0.00
C40 0.61187 -3.59332 2.86555  0.00
C41 -0.75889 -3.53845 -0.67726  0.00
C42 0.42835 -3.72789 -1.37295  0.00
C43 0.41539 -4.51441 -2.51670  0.00
C44 -0.76553 -5.10129 -2.94724  0.00
C45 -1.94549 -4.90540 -2.23965  0.00
C46 -1.94676 -4.12022 -1.09841  0.00
H9 -0.35411 2.46537 -2.18958  0.00
H10 -1.45961 3.68819 -4.06818  0.00
H11 -3.80226 4.43105 -3.83350  0.00
H12 -5.04863 3.98640 -1.74628  0.00
H13 -3.94482 2.78097 0.11229  0.00
H14 -0.71333 1.23192 3.05984  0.00
H15 -0.33013 2.79634 4.93907  0.00
H16 -0.52703 5.23296 4.57808  0.00
H17 -1.09344 6.11750 2.34375  0.00
H18 -1.46032 4.56891 0.45818  0.00
H19 -4.77284 1.18110 1.41282  0.00
H20 -7.15928 0.87062 2.03603  0.00
H21 -8.17282 -1.37737 1.92483  0.00
H22 -6.82030 -3.32168 1.22265  0.00
H23 -4.44367 -3.01201 0.60697  0.00
H24 -0.78001 -0.82529 -1.57864  0.00
H25 -0.87232 -0.80088 -4.03547  0.00
H26 -3.04404 -0.52375 -5.18956  0.00
H27 -5.12119 -0.27129 -3.87730  0.00
H28 -5.05000 -0.34775 -1.41915  0.00
H29 -2.47104 -4.53314 1.76030  0.00
H30 -2.20103 -6.14811 3.61119  0.00
H31 -0.14552 -6.12461 4.97930  0.00
H32 1.64416 -4.49032 4.51238  0.00
H33 1.38579 -2.87413 2.62601  0.00
H34 1.33837 -3.24384 -1.03606  0.00
H35 1.33346 -4.67017 -3.06771  0.00
H36 -0.76909 -5.71439 -3.83901  0.00
H37 -2.86550 -5.36128 -2.58096  0.00
H38 -2.86670 -3.94731 -0.55827  0.00
F1 6.87823 2.07363 1.70510  0.00
C47 6.95710 0.76115 1.47034  0.00
C48 6.19478 0.17380 0.55107  0.00
N6 6.26466 -1.17984 0.28859  0.00
C49 5.31976 -1.75978 -0.64511  0.00
C50 3.89353 -1.47286 -0.20024  0.01
O1 2.99363 -1.36697 -1.11336  0.03
O2 3.65173 -1.28071 0.98825  0.03
C51 7.10575 -2.01267 0.99933  0.00
O3 7.16907 -3.21031 0.82491  0.00
N7 7.88809 -1.36090 1.93614  0.00
C52 7.90736 -0.00774 2.26980  0.00
O4 8.63552 0.43224 3.12517  0.00
H39 5.47667 0.74234 -0.02520  0.00
H40 5.49710 -2.83376 -0.66092  0.00
H41 5.47960 -1.36547 -1.64954  0.00
H42 8.51541 -1.95424 2.45909  0.00


Record 2
C52H42N2O2P2S2Sr as an isolated structure. Source: OMol25; level of theory: wB97M-V/def2-TZVPD.

## Properties
F_max	4.12	eV/A
DFT total energy	-3776.45120	Ha
HOMO energy	-6.7	eV

Each line ends with the Löwdin charge.
Geometry (Å):
Sr1 13.99203 11.81707 11.70314  1.09
C1 18.38691 13.72638 10.87672  -0.06
C2 17.30351 12.74782 10.53651  -0.19
N1 16.37438 12.65039 11.55292  -0.10
N2 16.84403 13.17002 12.75436  -0.15
C3 16.49858 12.66245 13.88291  -1.10
S1 15.30146 11.47862 14.35530  0.35
S2 17.52103 13.18685 15.36494  0.85
C4 18.39490 14.49144 14.58249  -0.48
C5 18.77212 15.61773 15.61656  -0.27
C6 19.29279 15.31435 16.87558  -0.06
C7 19.47249 16.35753 17.76868  -0.08
C8 19.14954 17.67311 17.47618  -0.10
C9 18.87378 18.02148 16.16159  -0.07
C10 18.68100 16.94260 15.30841  -0.08
C11 17.24553 11.91964 9.31309  -0.10
C12 18.35841 11.98716 8.44276  -0.06
C13 18.41722 11.11672 7.39570  -0.13
C14 17.37367 10.22854 7.11828  -0.10
C15 16.30841 10.08290 7.93711  -0.03
C16 16.17574 10.94688 9.06231  -0.35
O1 15.09179 10.89334 9.80182  -0.32
H1 19.16580 13.27180 11.47965  0.09
H2 18.10450 14.61591 11.44137  0.07
H3 18.86081 14.19738 10.02134  0.06
H4 17.70713 14.86718 13.85788  0.02
H5 19.29249 14.10634 14.04485  0.09
H6 19.70460 14.37846 16.98589  0.08
H7 19.78339 16.13027 18.80254  0.11
H8 19.15102 18.40032 18.24877  0.09
H9 18.72231 19.07742 15.92814  0.11
H10 18.05698 17.15707 14.44096  0.10
H11 19.12679 12.79275 8.48911  0.12
H12 19.22274 11.27693 6.68182  0.10
H13 17.36028 9.69470 6.18360  0.10
H14 15.43813 9.49088 7.73990  0.09
O2 10.24907 11.60808 12.76873  -0.06
C17 9.47044 10.65010 12.14888  -0.24
C18 8.09926 10.95305 11.83434  0.01
C19 7.35178 9.94902 11.19009  -0.08
C20 7.86303 8.64559 11.02525  -0.07
C21 9.23986 8.36721 11.29330  -0.04
C22 10.06693 9.42307 11.81586  -0.28
P1 11.88386 9.36468 11.65430  1.05
C23 12.19529 8.32655 10.25439  -0.38
C24 12.15933 6.89843 10.32042  -0.09
C25 12.30379 6.12961 9.15286  -0.09
C26 12.48008 6.70137 7.91085  -0.06
C27 12.53084 8.14803 7.80838  -0.05
C28 12.49935 8.88920 8.99646  -0.10
C29 12.52745 8.32111 13.01942  -0.38
C30 11.76765 8.11661 14.15768  -0.10
C31 12.28120 7.28763 15.16362  -0.08
C32 13.59564 6.76754 15.11018  -0.07
C33 14.34813 7.00146 13.92130  -0.06
C34 13.70719 7.59531 12.83117  -0.11
C35 9.78227 12.82731 13.14016  -0.27
C36 8.82704 12.92828 14.18788  0.02
C37 8.26258 14.20514 14.30958  -0.09
C38 8.76376 15.28657 13.66612  -0.09
C39 9.80089 15.18848 12.68295  -0.08
C40 10.28680 13.91247 12.32420  -0.26
P2 11.74405 13.90233 11.18300  1.04
C41 11.28596 14.74205 9.62108  -0.38
C42 12.29803 14.67654 8.65845  -0.13
C43 12.17763 15.41019 7.50145  -0.08
C44 10.99632 16.15124 7.17318  -0.04
C45 9.95099 16.12007 8.15991  -0.07
C46 10.09461 15.38443 9.32295  -0.10
C47 12.83356 14.92471 12.14999  -0.45
C48 13.51764 16.00420 11.52291  -0.08
C49 14.71475 16.41426 12.10625  -0.05
C50 15.06869 15.94522 13.41801  -0.07
C51 14.27112 15.05794 14.12974  -0.06
C52 13.12052 14.57988 13.46987  -0.12
H15 7.66993 11.96976 11.95801  0.12
H16 6.30281 10.13057 10.95839  0.10
H17 7.20430 7.91082 10.56298  0.10
H18 9.57384 7.36475 11.40058  0.09
H19 11.95344 6.39468 11.24547  0.10
H20 12.29586 5.04059 9.35268  0.11
H21 12.61369 6.12997 7.00756  0.09
H22 12.64699 8.66457 6.87700  0.09
H23 12.71232 9.92077 8.92871  0.07
H24 10.80716 8.61246 14.31116  0.11
H25 11.57874 7.20237 15.99130  0.10
H26 14.01681 6.19311 15.95891  0.11
H27 15.41164 6.63917 13.91016  0.12
H28 14.26205 7.71277 11.92001  0.11
H29 8.76553 12.15454 14.93041  0.13
H30 7.34426 14.36376 14.87363  0.11
H31 8.42541 16.33675 13.81718  0.12
H32 10.21508 16.06985 12.14121  0.12
H33 13.25558 14.13609 8.91570  0.12
H34 12.95813 15.55918 6.75258  0.11
H35 10.92726 16.74209 6.24918  0.10
H36 9.06195 16.70725 7.98500  0.10
H37 9.30717 15.37941 10.05394  0.09
H38 13.00943 16.41018 10.59705  0.12
H39 15.52737 17.04723 11.67713  0.12
H40 15.93238 16.36080 13.87558  0.07
H41 14.44158 14.77701 15.17326  0.12
H42 12.35576 13.99530 13.92984  0.10